Entry 1:
15
Properties=species:S:1:pos:R:3 method="wB97M-V/def2-TZVPD" de_lowest_kcal_mol=107.3 homo_ev=-2.1119 charge=-1 e_tot_ev=-8846.581 homo_lumo_gap_ev=6.34
C 1.76281 -2.03723 -1.08852
C 1.38432 -2.06651 0.10646
C -1.72405 0.88354 -0.36434
C 0.94286 -1.74612 1.33125
C -0.25746 0.66080 0.06310
N -0.46347 0.04757 1.39652
O 0.09672 0.66951 2.33984
H 2.27690 -2.69519 -1.73680
H -1.82853 0.99336 -1.44882
H -2.35788 0.22964 0.10219
H -2.08681 1.97800 -0.09085
H 1.59464 -1.25589 2.00840
H 0.15527 -2.37207 1.95546
H 0.19056 -0.01301 -0.52443
H 0.16807 1.69708 0.03186

***

Entry 2:
48
Properties=species:S:1:pos:R:3 method="wB97M-V/def2-TZVPD" de_lowest_kcal_mol=15.8 homo_ev="-7.8718 / -7.8721" e_tot_ev=-67876.545 homo_lumo_gap_ev="7.72 / 7.72"
Pt 0.97894 0.12727 0.86536
Cl 5.93722 -5.33156 2.00170
C 4.65234 -4.16277 2.01501
C 3.77368 -4.12794 3.11351
C 2.76576 -3.21037 3.15602
Cl 1.68397 -3.18598 4.50195
C 2.55457 -2.23543 2.11848
O 1.59705 -1.40639 2.25066
C 3.44573 -2.33038 1.00136
C 3.36171 -1.49975 -0.15840
O 2.57447 -0.57589 -0.41758
C 4.48651 -3.29295 0.98410
H 3.89312 -4.83228 3.92523
H 4.12287 -1.70623 -0.92525
H 5.15512 -3.32672 0.13300
C -0.06558 4.79090 -2.63021
C 0.39614 3.61828 -3.21272
C 0.20925 2.40544 -2.56935
C -0.44292 2.35565 -1.33935
C -0.91017 3.53195 -0.76135
C -0.71795 4.74551 -1.40690
P -0.58803 0.76183 -0.48629
C -1.52952 -0.30181 -1.59947
C -2.56572 0.24847 -2.35074
C -3.36345 -0.57907 -3.12393
C -3.12532 -1.94749 -3.15816
C -2.08803 -2.49361 -2.41722
C -1.28888 -1.67081 -1.63649
C -1.57230 1.05578 1.00627
C -2.88302 1.28210 1.39751
C -3.10816 1.46813 2.75244
C -2.05008 1.40017 3.66556
C -0.75900 1.07800 3.26902
C -0.52468 0.86293 1.91052
H 0.08667 5.73918 -3.12899
H 0.90582 3.64831 -4.16695
H 0.57678 1.49367 -3.02748
H -1.41603 3.50128 0.19510
H -1.08297 5.65685 -0.95136
H -2.74172 1.31720 -2.33658
H -4.17070 -0.15341 -3.70542
H -3.75013 -2.58798 -3.76682
H -1.89944 -3.55853 -2.44545
H -0.48140 -2.09095 -1.04809
H -3.69226 1.33904 0.67873
H -4.10893 1.66618 3.11390
H -2.26042 1.56416 4.71553
H 0.02906 0.95000 3.99959

***

Entry 3:
33
Properties=species:S:1:pos:R:3 method="wB97M-V/def2-TZVPD" homo_ev=-6.7785 e_tot_ev=-176881.244 homo_lumo_gap_ev=6.06
C -1.25652 -2.61719 -4.15562
C -0.52504 -2.11996 -3.34299
P 0.41903 -1.27150 -2.12613
Br 2.43602 -2.15778 -2.25003
C 0.33760 0.49260 -2.63563
C 0.53139 1.53983 -1.57253
C -0.24341 2.63448 -1.63452
C -0.34732 -1.59730 -0.53581
C 0.31426 -0.83602 0.65114
C 0.70154 -1.82611 1.78159
C 0.36548 -1.26274 3.18820
S 1.03044 0.41159 3.46218
C -0.27088 1.51486 3.10567
N -1.17917 1.89685 3.93487
N -2.00352 2.79524 3.28437
C -1.50959 2.89292 2.09503
O -0.44361 2.12519 1.88611
H -1.76090 -2.95356 -5.03375
H -0.62907 0.62967 -3.13295
H 1.13750 0.63521 -3.37002
H 1.27735 1.47505 -0.79443
H -1.30045 2.57561 -1.89035
H 0.15798 3.63339 -1.48965
H -1.42703 -1.43594 -0.54505
H -0.22164 -2.66881 -0.35438
H -0.45150 -0.19542 1.08160
H 1.21445 -0.28990 0.37643
H 0.14326 -2.76219 1.70353
H 1.77851 -1.99831 1.78684
H -0.70619 -1.31114 3.38139
H 0.89012 -1.89406 3.90656
H -1.94638 3.56070 1.36987
Br 3.48729 0.38477 -2.13154

***

Entry 4:
129
Properties=species:S:1:pos:R:3 method="wB97M-V/def2-TZVPD" de_lowest_kcal_mol=0.0 homo_ev=-11.1650 charge=+1 e_tot_ev=-158486.047 homo_lumo_gap_ev=7.72
C -3.49016 -2.66963 1.48892
C -2.80357 -2.67234 0.10789
N -1.88249 -1.54863 -0.01099
C -1.49795 -0.97785 -1.30475
C -1.93143 -1.82123 -2.50642
C -1.49355 -3.29578 -2.57531
O -0.42745 -3.60016 -1.64967
C -0.31035 -4.90999 -1.35347
O -0.35186 -5.78361 -2.15072
C 0.07694 -0.77112 -1.24225
C 0.80641 -0.97687 -2.57489
C 2.31985 -1.14346 -2.46970
C 0.56805 0.50368 -0.51328
N 1.06123 1.43658 -1.49951
C 1.69800 0.28674 0.48975
C 2.23157 -0.94681 0.81611
C 3.24638 -1.00035 1.74693
C 3.69505 0.16767 2.33462
N 3.17816 1.36408 2.05969
C 2.20756 1.39259 1.16014
N -0.56615 1.21846 0.28042
C -0.82361 0.70055 1.67408
O -2.18825 0.67836 1.91918
C -2.48856 0.72766 3.31064
C -2.41126 -0.61534 3.98003
O -1.15569 -1.20613 3.69976
C -0.81669 -2.28764 4.54177
C -1.32442 -3.60383 3.99709
O -0.69534 -4.62145 4.74039
C -1.04482 -5.92490 4.32117
C -1.07066 -6.85663 5.50874
C -1.74851 1.53457 -0.56620
C -2.31909 0.39304 -1.41461
Br -4.16629 0.10728 -0.77711
C -2.59371 0.97945 -2.80436
O -1.38051 1.20754 -3.49384
O -1.75987 1.28524 -4.88516
H -4.56000 -2.81464 1.37479
H -3.10301 -3.46299 2.12040
H -3.33739 -1.69635 1.94262
H -2.28706 -3.62722 0.00520
H -3.57884 -2.62939 -0.64362
H -1.10278 -1.69032 0.61152
H -1.60820 -1.34971 -3.42596
H -3.01807 -1.80840 -2.53845
H -1.15991 -3.53396 -3.58137
H -2.33553 -3.95160 -2.37700
H -0.17844 -5.09010 -0.28318
H 0.36326 -1.65579 -0.69108
H 0.47280 -1.90731 -3.00937
H 0.58181 -0.20319 -3.28278
H 2.70337 -1.40752 -3.45153
H 2.82214 -0.24094 -2.13853
H 2.57668 -1.95679 -1.79346
H 1.36668 2.32402 -1.12176
H 0.42434 1.59967 -2.27164
H 1.88435 -1.85272 0.35068
H 3.68920 -1.93968 2.03548
H 4.49334 0.11434 3.05854
H 1.81969 2.38480 0.94757
H -0.16378 2.13642 0.44654
H -0.32552 1.37483 2.37055
H -0.37280 -0.27593 1.80879
H -1.84854 1.43359 3.84580
H -3.50603 1.09610 3.40447
H -2.52893 -0.44443 5.05204
H -3.23901 -1.26112 3.68476
H 0.26696 -2.34098 4.61207
H -1.19239 -2.13922 5.55537
H -2.40801 -3.69405 4.10763
H -1.05296 -3.68695 2.93851
H -2.02765 -5.92940 3.84383
H -0.32970 -6.29288 3.57941
H -0.18049 -6.74017 6.11817
H -1.10560 -7.88848 5.16639
H -1.96211 -6.69305 6.10657
H -2.50775 2.02543 0.02618
H -1.39174 2.29961 -1.25003
H -3.11518 1.93121 -2.67626
H -3.25563 0.36104 -3.39957
H -0.93027 1.02358 -5.34226
C 1.76335 2.33639 -6.68927
C 2.75176 2.83448 -7.42709
C 3.71071 1.93987 -8.12764
O 4.61085 2.38802 -8.79909
C 3.52791 0.47137 -7.97295
C 2.54201 -0.02263 -7.23069
C 1.59309 0.87565 -6.53977
O 0.68833 0.40914 -5.86151
H 1.05156 2.96415 -6.17365
H 2.90356 3.89562 -7.55713
H 4.23737 -0.15800 -8.49463
H 2.38446 -1.08602 -7.10072
C -8.31766 0.88563 5.11879
C -7.11475 0.32083 5.07027
C -5.99334 0.82945 5.89695
O -4.89302 0.31484 5.84863
C -6.26008 1.98733 6.78382
C -7.46218 2.55410 6.83441
C -8.58815 2.04860 6.00550
O -9.68159 2.56227 6.04934
H -9.15196 0.53366 4.52566
H -6.89523 -0.52770 4.43445
H -5.42594 2.33640 7.37905
H -7.68152 3.40009 7.47297
C 8.66826 0.10421 4.30672
C 7.33976 0.04941 4.29265
C 6.62100 -1.22147 4.55587
O 5.40562 -1.27330 4.54018
C 7.43423 -2.42780 4.83972
C 8.76309 -2.37563 4.85436
C 9.48726 -1.10483 4.58895
O 10.69502 -1.05412 4.60189
H 9.21625 1.01842 4.11805
H 6.72595 0.91923 4.09324
H 6.88492 -3.34061 5.03174
H 9.37839 -3.24239 5.05838
C 1.16489 6.96824 -8.20803
C 1.38087 8.26805 -8.38914
C 1.64764 9.17217 -7.23941
O 1.84227 10.35414 -7.39954
C 1.66543 8.56579 -5.88116
C 1.44927 7.26586 -5.70383
C 1.18345 6.36873 -6.85307
O 0.98880 5.17826 -6.69194
H 0.96721 6.29092 -9.02922
H 1.37306 8.72936 -9.36819
H 1.86252 9.24226 -5.05946
H 1.45701 6.80243 -4.72556

***

Entry 5:
84
Properties=species:S:1:pos:R:3 method="wB97M-V/def2-TZVPD" de_lowest_kcal_mol=0.0 homo_ev="-2.1741 / -2.1073" s_squared=0.753 charge=-2 e_tot_ev=-244623.794 spin_multiplicity=2 homo_lumo_gap_ev="6.09 / 6.02"
Cu 1.05111 1.69413 -0.10214
O -0.08315 0.58575 1.11380
C -0.92258 1.03489 1.97822
C -1.85392 0.13367 2.56795
C -2.79390 0.53793 3.48468
C -2.86414 1.87188 3.90299
C -1.94867 2.76150 3.38036
C -0.98192 2.38752 2.43991
C -0.02320 3.39612 2.03771
N 0.87781 3.22847 1.15156
N 1.78016 4.25833 0.95377
C 2.63342 3.90347 0.02148
O 2.64188 2.80676 -0.62285
C 3.71274 4.89406 -0.29624
C 4.69040 4.54682 -1.22201
C 5.71162 5.43457 -1.53158
C 5.76309 6.67967 -0.92044
C 4.78579 7.03144 0.00369
C 3.76731 6.14403 0.31514
H -1.78320 -0.89932 2.25265
H -3.49082 -0.19038 3.88917
H -3.60823 2.19479 4.62010
H -1.96373 3.79910 3.70220
H -0.05045 4.35908 2.55151
H 4.62432 3.57150 -1.68589
H 6.46953 5.15319 -2.25343
H 6.55999 7.37381 -1.16203
H 4.82000 8.00270 0.48401
H 2.99913 6.39658 1.03316
C -2.64078 -1.54041 -5.24455
C -1.88432 -2.53415 -4.37059
C -0.66744 -1.91528 -3.68491
C -0.99585 -0.95155 -2.55075
N -1.54496 -1.65972 -1.39027
C -2.83115 -1.68369 -0.97791
Se -4.29486 -0.96883 -1.82689
N -2.86695 -2.39819 0.18883
C -4.02931 -2.62080 1.02273
C -4.50903 -4.06995 0.97139
C -5.12702 -4.46961 -0.36707
C -6.51660 -3.88114 -0.57965
C -1.59020 -2.83485 0.50745
C -1.10036 -3.54733 1.59224
C 0.26616 -3.78855 1.61836
C 1.10286 -3.33982 0.59333
C 0.61037 -2.62263 -0.48618
C -0.75158 -2.37019 -0.49884
H -3.50463 -2.00973 -5.72135
H -1.99123 -1.14274 -6.02943
H -3.01123 -0.70561 -4.64971
H -1.55721 -3.38280 -4.98117
H -2.56469 -2.93590 -3.61296
H -0.07160 -1.36302 -4.41814
H -0.01702 -2.70403 -3.29599
H -1.71339 -0.18248 -2.82636
H -0.09924 -0.43520 -2.20895
H -4.79742 -1.92824 0.68038
H -3.75827 -2.34394 2.04536
H -5.24278 -4.21573 1.77254
H -3.66291 -4.72442 1.19769
H -5.17751 -5.56149 -0.42239
H -4.47066 -4.14130 -1.17791
H -7.19897 -4.19318 0.21720
H -6.93797 -4.20535 -1.53303
H -6.47419 -2.79183 -0.60303
H -1.74745 -3.88069 2.39352
H 0.69236 -4.32657 2.45623
H 2.16767 -3.52795 0.64644
H 1.27376 -2.24257 -1.25033
Br 6.22838 1.52008 4.12925
C 5.21318 0.91760 2.62596
C 5.86563 0.68993 1.42585
C 5.12512 0.23997 0.34388
C 3.75266 0.05158 0.44858
C 3.12296 0.28585 1.66512
C 3.85342 0.71628 2.76640
C 2.96807 -0.43489 -0.75828
O 3.48741 -1.31966 -1.44974
O 1.81494 0.06359 -0.94470
H 6.93025 0.86252 1.34208
H 5.60414 0.03211 -0.60421
H 2.05230 0.13408 1.75135
H 3.36354 0.90129 3.71278
Cl -0.66676 2.38906 -1.73708

***

Entry 6:
12
Properties=species:S:1:pos:R:3 method="wB97M-V/def2-TZVPD" de_lowest_kcal_mol=48.4 homo_ev=-10.4968 e_tot_ev=-6296.313 homo_lumo_gap_ev=11.10
C -1.53844 1.25401 -0.10019
O -1.88544 -0.10121 0.34855
H -1.90398 1.49003 -1.10207
H -2.01638 1.78098 0.87771
H -0.45807 1.58503 0.01019
H -1.08598 -0.51907 0.64240
C 1.49496 -0.93363 -0.49242
O 1.98542 -0.82920 0.81239
H 1.53803 -1.89966 -0.72267
H 0.44608 -0.62105 -0.73195
H 2.26593 -0.32216 -0.92298
H 1.15787 -0.88404 1.38103